Record 1
{"formula": "C9H8F5N", "method": "the ωB97M-V functional and the def2-TZVPD basis", "species": ["C", "C", "C", "C", "C", "C", "C", "C", "C", "N", "F", "F", "F", "F", "F", "H", "H", "H", "H", "H", "H", "H", "H"], "coordinates": [[-0.876, 2.685, 0.982], [-1.357, 1.493, 1.497], [0.266, 2.706, 0.184], [-0.632, 0.328, 1.402], [0.974, 1.544, -0.017], [0.542, 0.328, 0.550], [1.398, -1.918, 1.118], [0.287, -1.424, -2.013], [-1.126, -1.090, -1.773], [1.454, -0.669, 0.369], [0.617, -2.768, -1.872], [1.012, -0.885, -2.978], [-1.979, -1.726, -2.721], [-1.466, -1.613, -0.641], [-1.329, 0.229, -1.839], [-1.432, 3.542, 0.850], [-2.293, 1.504, 1.982], [0.579, 3.699, -0.219], [-0.997, -0.614, 1.873], [1.947, 1.223, -0.611], [0.450, -2.500, 1.074], [2.258, -2.444, 0.707], [1.703, -1.628, 2.096]], "lowdin_charge": [-0.0805, -0.0874, -0.0854, -0.0169, -0.0398, -0.3620, -0.1193, -0.1835, -0.5675, 0.0306, 0.0876, 0.1566, 0.0845, 0.1951, 0.1821, 0.0792, 0.0929, 0.1187, 0.1198, 0.1568, 0.0898, 0.0743, 0.0742], "total_energy_ha": -901.68628, "multiplicity": 1, "orbital_gap_ev": [7.856, 7.971], "relative_energy_kcal_mol": 85.99}

Record 2
{"formula": "CH3N2S2", "method": "the ωB97M-V functional and the def2-TZVPD basis", "species": ["C", "N", "N", "S", "S", "H", "H", "H"], "coordinates": [[-0.397, 0.025, 0.060], [-0.960, 1.194, -0.184], [-0.888, -1.221, 0.110], [-2.411, 1.901, 0.035], [-2.429, -1.933, -0.034], [0.762, 0.148, -0.030], [-0.375, 2.004, -0.147], [-0.221, -1.869, 0.312]], "lowdin_charge": [-0.2287, -0.4270, -0.3621, 0.8733, 0.8150, 0.2013, 0.0763, 0.0519], "total_energy_ha": -945.38493, "smiles": "S=[NH+]/C=[NH+]\\[S-]", "multiplicity": 1, "orbital_gap_ev": [5.628, 5.637], "relative_energy_kcal_mol": 55.46, "total_charge": 1}

Record 3
{"formula": "C8H25CdNO6", "method": "the ωB97M-V functional and the def2-TZVPD basis", "species": ["Cd", "C", "O", "H", "H", "H", "C", "O", "H", "H", "H", "C", "O", "C", "C", "N", "C", "C", "O", "C", "H", "H", "H", "H", "H", "H", "H", "H", "H", "H", "H", "H", "H", "H", "H", "O", "H", "H", "O", "H", "H"], "coordinates": [[0.693, -1.330, -0.071], [-1.715, -2.424, 2.160], [-0.632, -2.194, 1.342], [-1.783, -3.487, 2.440], [-1.728, -1.826, 3.089], [-2.674, -2.193, 1.660], [-0.735, -1.736, -2.965], [-0.152, -2.269, -1.820], [-1.709, -2.208, -3.187], [-0.718, -0.635, -2.952], [-0.170, -2.113, -3.850], [-1.887, 3.766, 2.643], [-1.524, 3.026, 1.486], [-1.810, 1.646, 1.608], [-1.694, 1.006, 0.246], [-0.253, 0.741, -0.157], [0.166, 1.640, -1.271], [1.532, 1.180, -1.824], [1.945, -0.106, -1.339], [2.975, -0.614, -2.157], [-2.929, 4.080, 2.549], [-1.217, 4.606, 2.807], [-1.783, 3.116, 3.520], [-2.805, 1.473, 2.034], [-1.101, 1.208, 2.329], [-2.327, 1.579, -0.436], [-2.115, -0.005, 0.173], [0.165, 1.085, 0.706], [0.140, 2.654, -0.877], [-0.556, 1.403, -2.051], [2.280, 1.956, -1.634], [1.444, 1.126, -2.910], [2.571, -1.330, -2.875], [3.696, -1.164, -1.542], [3.635, 0.101, -2.656], [2.121, -2.996, -0.034], [1.749, -3.853, -0.295], [3.007, -3.188, 0.297], [1.893, -0.571, 1.550], [2.051, -1.339, 2.122], [1.956, 0.190, 2.141]], "lowdin_charge": [1.3235, -0.3687, -0.4953, 0.0489, 0.0424, 0.0479, -0.3429, -0.4862, 0.0541, 0.0341, 0.0489, -0.0991, -0.1995, -0.2359, -0.1564, -0.1194, -0.1514, -0.1840, -0.3133, -0.1067, 0.0907, 0.0845, 0.0851, 0.1316, 0.1255, 0.1271, 0.1140, 0.0747, 0.1207, 0.1046, 0.1215, 0.1212, 0.0995, 0.0833, 0.0933, -0.1002, 0.0820, 0.0690, -0.1095, 0.0659, 0.0743], "total_energy_ha": -993.56032, "multiplicity": 1, "orbital_gap_ev": 6.493, "relative_energy_kcal_mol": 50.99}

Record 4
{"formula": "C5H10O", "method": "the ωB97M-V functional and the def2-TZVPD basis", "species": ["O", "C", "C", "C", "C", "C", "H", "H", "H", "H", "H", "H", "H", "H", "H", "H"], "coordinates": [[1.422, -0.076, 1.786], [0.287, 0.589, 1.524], [-0.392, 0.550, 0.299], [0.382, 0.784, -1.098], [-0.322, -0.345, -1.814], [-0.581, -0.844, -0.396], [1.634, -0.646, 1.031], [-1.347, -1.016, 1.962], [-0.024, 1.199, 2.365], [-1.317, 1.131, 0.336], [1.455, 0.614, -0.979], [0.202, 1.810, -1.433], [-1.236, -0.028, -2.328], [0.283, -0.967, -2.475], [0.200, -1.551, -0.072], [-1.489, -1.297, 1.248]], "lowdin_charge": [0.0239, -0.2184, -0.3557, -0.1420, -0.1968, -0.1156, 0.0961, 0.0815, 0.1186, 0.1441, 0.1122, 0.1107, 0.1049, 0.1009, 0.0806, 0.0549], "total_energy_ha": -271.54103, "multiplicity": 1, "orbital_gap_ev": [8.260, 7.065], "relative_energy_kcal_mol": 132.78}

Record 5
{"formula": "C4H9N2OS", "method": "the ωB97M-V functional and the def2-TZVPD basis", "species": ["C", "C", "C", "C", "N", "N", "O", "S", "H", "H", "H", "H", "H", "H", "H", "H", "H"], "coordinates": [[-0.680, 0.324, 0.494], [0.869, -0.135, -1.105], [0.904, 0.157, 0.316], [1.187, -0.954, 1.111], [-1.346, -0.816, 0.503], [0.980, 0.701, -2.082], [-1.108, 1.573, 0.652], [-2.986, -1.005, 0.399], [0.314, -1.028, -1.336], [1.338, 1.152, 0.610], [0.755, -1.911, 0.643], [0.813, -0.793, 2.043], [2.302, -1.058, 1.358], [1.407, 1.632, -2.054], [-2.069, 1.568, 0.564], [0.824, 0.396, -3.066], [-3.503, 0.197, 0.949]], "lowdin_charge": [-0.4392, -0.0125, -0.2932, -0.0916, -0.3790, 0.2456, 0.1244, 0.8129, 0.1579, 0.1879, 0.1363, 0.0688, 0.1400, 0.1682, 0.0928, 0.1777, -0.0971], "total_energy_ha": -740.42683, "smiles": "C[C@@H](C=[NH2+])/C(O)=N/S", "multiplicity": 1, "orbital_gap_ev": [7.459, 7.459], "relative_energy_kcal_mol": 72.88, "total_charge": 1}

Record 6
{"formula": "C28H28CaCl2N3O2S", "method": "the ωB97M-V functional and the def2-TZVPD basis", "species": ["Ca", "Cl", "C", "C", "C", "Cl", "C", "O", "C", "C", "O", "C", "H", "H", "H", "C", "C", "C", "C", "C", "C", "C", "C", "C", "S", "C", "N", "H", "H", "H", "H", "H", "H", "H", "H", "C", "C", "C", "C", "C", "C", "H", "H", "H", "H", "H", "H", "H", "H", "H", "C", "C", "C", "C", "N", "N", "C", "H", "H", "H", "H", "H", "H", "H", "H"], "coordinates": [[-0.904, -0.256, -0.068], [-8.793, -0.006, 0.456], [-7.058, 0.163, 0.342], [-6.467, 1.382, 0.702], [-5.111, 1.538, 0.621], [-4.396, 3.050, 1.068], [-4.227, 0.491, 0.176], [-2.984, 0.656, 0.104], [-4.889, -0.731, -0.181], [-4.137, -1.865, -0.660], [-2.927, -1.960, -0.802], [-6.283, -0.874, -0.093], [-7.080, 2.204, 1.046], [-4.770, -2.738, -0.924], [-6.738, -1.816, -0.375], [2.220, -0.435, -1.827], [2.644, -0.316, -0.394], [3.978, 0.064, -0.105], [4.369, 0.201, 1.189], [3.450, -0.060, 2.228], [3.819, 0.049, 3.587], [2.897, -0.230, 4.554], [1.595, -0.626, 4.205], [1.181, -0.742, 2.892], [-0.450, -1.277, 2.548], [2.136, -0.442, 1.861], [1.759, -0.541, 0.552], [3.084, -0.402, -2.491], [1.554, 0.400, -2.064], [1.683, -1.369, -1.986], [4.659, 0.252, -0.925], [5.379, 0.503, 1.446], [4.830, 0.354, 3.833], [3.157, -0.151, 5.603], [0.881, -0.849, 4.988], [2.097, 4.452, -2.271], [1.208, 4.346, -1.024], [0.081, 5.384, -1.116], [2.058, 4.632, 0.222], [0.635, 2.993, -0.930], [0.151, 1.873, -0.842], [2.531, 5.454, -2.351], [1.513, 4.251, -3.171], [2.907, 3.722, -2.222], [0.494, 6.396, -1.178], [-0.566, 5.319, -0.241], [-0.532, 5.200, -1.999], [2.492, 5.636, 0.171], [2.866, 3.903, 0.306], [1.447, 4.558, 1.123], [0.966, -5.571, 0.843], [0.510, -4.586, -0.179], [0.268, -4.706, -1.535], [-0.187, -3.439, -1.944], [-0.189, -2.599, -0.920], [0.233, -3.313, 0.137], [-0.627, -2.988, -3.296], [1.172, -6.532, 0.375], [0.206, -5.718, 1.611], [1.876, -5.228, 1.338], [0.386, -5.590, -2.139], [0.171, -2.866, 1.059], [-0.675, -3.829, -3.987], [0.061, -2.248, -3.711], [-1.615, -2.530, -3.234]], "lowdin_charge": [1.1427, 0.6056, -0.6857, -0.1404, -0.5809, 0.6858, -0.4091, -0.2214, -0.1309, -0.2147, -0.0400, -0.0895, 0.0994, 0.1205, 0.1059, -0.0451, -0.3249, -0.0249, -0.0209, -0.1704, -0.0707, -0.1045, -0.1433, -0.6385, 0.4931, -0.2267, 0.0871, 0.0730, 0.0383, 0.0516, 0.1028, 0.1104, 0.0992, 0.0946, 0.0858, -0.0753, -0.6599, -0.0721, -0.0713, -0.2306, -0.1396, 0.0727, 0.0779, 0.0748, 0.0729, 0.0810, 0.0796, 0.0731, 0.0749, 0.0816, -0.0260, -0.3063, 0.0044, -0.3683, -0.0204, 0.0268, -0.0297, 0.0727, 0.0806, 0.0798, 0.0990, 0.0210, 0.0720, 0.0710, 0.0699], "total_energy_ha": -3394.88648, "multiplicity": 1, "orbital_gap_ev": 7.233, "relative_energy_kcal_mol": 0.00, "total_charge": -1}